{"formula": "C19H30CoF10N2O3SSbTe", "method": "ωB97M-V/def2-TZVPD", "e_homo_ev": [-5.22, -5.25], "e_above_lowest_kcal_mol": 6.5, "spin_multiplicity": 4, "charge": -1, "orbital_gap_ha": [0.2739, 0.2750], "lumo_ha": [0.08206, 0.08204], "elements": ["Co", "N", "N", "C", "O", "O", "H", "H", "H", "F", "C", "C", "F", "C", "F", "C", "S", "C", "F", "C", "F", "C", "C", "C", "C", "Sb", "C", "C", "C", "C", "C", "C", "C", "C", "H", "H", "H", "H", "H", "H", "H", "H", "H", "H", "H", "H", "H", "H", "H", "H", "H", "H", "H", "H", "H", "H", "H", "H", "H", "H", "H", "F", "Te", "F", "F", "F", "F", "O"], "positions_angstrom": [[-1.648, -0.572, -0.963], [-3.447, -0.989, -2.174], [-2.984, -1.279, -3.473], [-1.593, -1.397, -3.673], [-1.221, -1.902, -4.719], [-0.866, -0.892, -2.737], [-3.918, -1.782, -1.746], [-4.092, -0.207, -2.213], [-3.521, -1.945, -4.004], [1.341, -5.313, 3.880], [0.574, -4.758, 2.931], [0.088, -3.475, 3.084], [0.390, -2.777, 4.188], [-0.704, -2.919, 2.098], [-1.154, -1.674, 2.297], [-1.035, -3.588, 0.923], [-2.019, -2.875, -0.315], [-0.529, -4.883, 0.807], [-0.791, -5.614, -0.281], [0.255, -5.464, 1.786], [0.720, -6.712, 1.631], [2.454, -0.747, -1.879], [2.280, -0.426, -0.393], [1.883, -1.725, 0.312], [3.589, 0.090, 0.192], [0.528, 0.899, -0.205], [0.907, 2.509, -1.667], [0.060, 3.720, -1.278], [0.429, 2.001, -3.028], [2.368, 2.948, -1.764], [0.718, 1.918, 1.733], [1.940, 2.824, 1.854], [-0.541, 2.750, 1.982], [0.778, 0.813, 2.790], [3.194, -1.552, -1.976], [2.826, 0.102, -2.450], [1.524, -1.092, -2.336], [2.678, -2.468, 0.175], [0.965, -2.144, -0.110], [1.737, -1.591, 1.384], [4.393, -0.619, -0.043], [3.541, 0.168, 1.279], [3.877, 1.061, -0.213], [-0.973, 3.449, -1.042], [0.034, 4.422, -2.120], [0.480, 4.251, -0.422], [-0.642, 1.793, -3.025], [0.923, 1.085, -3.344], [0.620, 2.777, -3.780], [2.765, 3.291, -0.808], [2.446, 3.784, -2.471], [3.014, 2.154, -2.133], [1.940, 3.610, 1.098], [2.880, 2.279, 1.783], [1.917, 3.318, 2.833], [-0.573, 3.648, 1.367], [-0.541, 3.071, 3.031], [-1.455, 2.178, 1.807], [1.651, 0.169, 2.671], [-0.116, 0.188, 2.769], [0.842, 1.271, 3.785], [-3.968, 0.051, 2.569], [-4.354, 0.677, 0.876], [-4.806, -1.051, 0.334], [-5.037, 1.289, -0.742], [-4.258, 2.423, 1.492], [-6.107, 0.775, 1.469], [-2.659, 0.674, 0.317]]}

=====

{"formula": "C3H2N2O3", "method": "ωB97M-V/def2-TZVPD", "e_homo_ev": [-9.21, -9.36], "smiles": "[H]/N=N\\C=C=O.O=C=O", "e_above_lowest_kcal_mol": 106.0, "orbital_gap_ha": [0.2933, 0.3088], "lumo_ha": [-0.04496, -0.03528], "elements": ["C", "C", "C", "N", "N", "O", "O", "O", "H", "H"], "positions_angstrom": [[-0.220, 0.207, 0.493], [1.168, -0.462, 0.289], [-4.077, 0.071, 0.376], [-1.028, -0.526, -1.570], [-0.993, -0.130, -0.447], [-4.454, -0.969, 0.035], [1.406, -1.024, -0.704], [-3.909, 1.125, 0.825], [-0.701, 0.587, 1.383], [-0.220, -1.134, -1.755]]}

=====

{"formula": "C5H6N2S", "method": "ωB97M-V/def2-TZVPD", "e_homo_ev": -9.21, "smiles": "N#CC1(C=S)CNC1", "e_above_lowest_kcal_mol": 65.1, "orbital_gap_ha": 0.3144, "lumo_ha": -0.02401, "elements": ["C", "C", "C", "C", "C", "H", "H", "H", "H", "H", "H", "N", "N", "S"], "positions_angstrom": [[-1.294, -0.972, 0.553], [0.036, -0.454, 0.096], [0.507, 0.787, 0.892], [0.039, 0.494, -1.125], [0.905, -1.620, -0.065], [-1.336, -1.474, 1.503], [1.612, 0.933, 0.945], [0.202, 0.860, 1.950], [0.451, 2.459, -0.491], [1.018, 0.464, -1.653], [-0.769, 0.324, -1.849], [-0.102, 1.638, -0.230], [1.437, -2.643, -0.339], [-2.706, -0.796, -0.188]]}

=====

{"formula": "C22H38BrN6O13", "method": "ωB97M-V/def2-TZVPD", "e_homo_ev": -11.71, "charge": 1, "orbital_gap_ha": 0.3370, "lumo_ha": -0.09345, "elements": ["N", "C", "C", "C", "C", "C", "C", "N", "C", "O", "C", "Br", "N", "C", "C", "N", "N", "N", "H", "H", "H", "H", "H", "H", "H", "H", "H", "H", "H", "H", "H", "H", "H", "H", "H", "H", "H", "H", "H", "H", "C", "C", "O", "C", "O", "O", "H", "H", "H", "H", "C", "C", "O", "C", "O", "O", "H", "H", "H", "H", "C", "C", "O", "C", "O", "O", "H", "H", "H", "H", "C", "C", "O", "C", "O", "O", "H", "H", "H", "H"], "positions_angstrom": [[2.527, -0.908, 1.679], [1.310, -0.469, 0.988], [1.324, -0.668, -0.536], [0.531, 0.394, -1.300], [-0.936, 0.508, -0.865], [-1.723, -0.777, -1.192], [-2.915, -1.052, -0.341], [-3.126, -2.243, 0.225], [-4.302, -2.238, 0.940], [-4.755, -3.326, 1.566], [-4.818, -1.006, 0.805], [-6.400, -0.361, 1.470], [-3.933, -0.270, 0.014], [-4.164, 1.136, -0.336], [-3.823, 2.166, 0.806], [-2.732, 3.076, 0.436], [-3.509, 1.428, 2.001], [-4.959, 3.025, 1.095], [3.217, -0.170, 1.705], [2.934, -1.702, 1.200], [0.485, -1.043, 1.425], [1.177, 0.593, 1.198], [2.364, -0.586, -0.864], [0.998, -1.679, -0.799], [0.602, 0.190, -2.367], [1.013, 1.354, -1.099], [-1.387, 1.336, -1.413], [-0.977, 0.710, 0.207], [-1.061, -1.638, -1.098], [-2.045, -0.739, -2.238], [-2.525, -3.047, 0.116], [-4.712, -3.207, 2.525], [-3.596, 1.342, -1.242], [-5.217, 1.188, -0.606], [-2.614, 3.199, -0.561], [-1.857, 2.774, 0.843], [-3.411, 2.062, 2.785], [-2.682, 0.854, 1.899], [-4.870, 3.902, 0.603], [-5.855, 2.599, 0.907], [2.712, 0.848, -6.435], [1.485, 0.349, -5.693], [2.018, 0.055, -4.395], [3.145, 0.791, -4.218], [3.708, 0.890, -3.174], [3.507, 1.386, -5.364], [2.494, 1.623, -7.164], [3.265, 0.037, -6.905], [0.720, 1.122, -5.589], [1.046, -0.544, -6.128], [2.558, -2.939, 4.579], [1.153, -3.044, 5.140], [0.942, -4.458, 5.159], [2.153, -5.074, 5.208], [2.311, -6.233, 5.395], [3.144, -4.174, 5.005], [3.121, -2.099, 4.974], [2.569, -2.894, 3.491], [1.080, -2.661, 6.159], [0.402, -2.563, 4.519], [5.673, -2.705, -3.231], [5.976, -3.978, -4.003], [5.077, -3.872, -5.114], [4.775, -2.571, -5.297], [4.188, -2.138, -6.238], [5.228, -1.826, -4.269], [6.537, -2.278, -2.730], [4.862, -2.834, -2.512], [6.998, -4.002, -4.382], [5.774, -4.889, -3.448], [-1.928, 6.237, 3.166], [-3.060, 5.716, 4.033], [-2.868, 4.296, 3.948], [-1.580, 4.057, 3.631], [-1.082, 2.974, 3.642], [-0.949, 5.194, 3.292], [-1.510, 7.179, 3.506], [-2.212, 6.319, 2.116], [-2.961, 6.016, 5.077], [-4.050, 5.978, 3.671]]}

=====

{"formula": "C15H40CdIO5", "method": "ωB97M-V/def2-TZVPD", "e_homo_ev": -10.88, "e_above_lowest_kcal_mol": 40.8, "charge": 1, "orbital_gap_ha": 0.2956, "lumo_ha": -0.10408, "elements": ["Cd", "I", "C", "C", "C", "O", "H", "H", "H", "H", "H", "H", "H", "H", "C", "C", "C", "O", "H", "H", "H", "H", "H", "H", "H", "H", "C", "C", "C", "O", "H", "H", "H", "H", "H", "H", "H", "H", "C", "C", "C", "O", "H", "H", "H", "H", "H", "H", "H", "H", "C", "C", "C", "O", "H", "H", "H", "H", "H", "H", "H", "H"], "positions_angstrom": [[3.316, -29.487, 6.115], [2.102, -29.292, 8.640], [0.293, -31.813, 4.700], [1.311, -30.909, 3.993], [0.964, -30.336, 2.572], [1.697, -29.938, 4.920], [0.359, -31.962, 5.778], [0.344, -32.844, 4.352], [-0.684, -31.373, 4.498], [2.224, -31.450, 3.741], [0.186, -29.572, 2.567], [0.588, -31.162, 1.969], [1.887, -29.988, 2.109], [0.915, -29.406, 5.084], [4.053, -25.143, 5.256], [3.274, -26.132, 6.107], [1.888, -25.585, 6.519], [2.907, -27.242, 5.411], [3.830, -24.118, 5.551], [3.859, -25.222, 4.186], [5.122, -25.304, 5.395], [3.921, -26.303, 6.968], [1.136, -25.496, 5.735], [2.069, -24.587, 6.917], [1.447, -26.195, 7.307], [2.279, -26.933, 4.755], [3.474, -33.643, 5.901], [3.332, -32.623, 7.013], [3.932, -32.980, 8.352], [4.015, -31.487, 6.562], [4.503, -33.711, 5.548], [2.820, -33.410, 5.061], [3.039, -34.568, 6.279], [2.269, -32.490, 7.215], [4.968, -33.303, 8.253], [3.379, -33.817, 8.778], [3.827, -32.226, 9.132], [4.899, -31.850, 6.470], [5.577, -28.596, 2.627], [4.399, -29.503, 2.903], [4.381, -30.732, 1.874], [4.418, -30.041, 4.190], [5.642, -28.244, 1.597], [6.511, -29.138, 2.769], [5.417, -27.741, 3.284], [3.586, -28.796, 2.735], [3.585, -31.477, 1.890], [5.295, -31.272, 2.120], [4.565, -30.386, 0.857], [5.222, -30.566, 4.209], [6.275, -28.864, 8.961], [5.698, -28.191, 7.692], [6.585, -27.233, 6.924], [5.310, -29.089, 6.658], [7.090, -29.570, 8.803], [5.540, -29.474, 9.487], [6.686, -28.155, 9.679], [4.898, -27.637, 8.184], [7.531, -27.753, 6.776], [6.738, -26.338, 7.528], [6.370, -26.946, 5.895], [6.099, -29.487, 6.285]]}

=====

{"formula": "C6H10", "method": "ωB97M-V/def2-TZVPD", "e_homo_ev": -9.50, "smiles": "C1C[C@@H]2C[C@@H]2C1", "e_above_lowest_kcal_mol": 90.0, "orbital_gap_ha": 0.3939, "lumo_ha": 0.04494, "elements": ["C", "C", "C", "C", "C", "C", "H", "H", "H", "H", "H", "H", "H", "H", "H", "H"], "positions_angstrom": [[-1.498, 0.498, 0.588], [-0.614, 0.997, -0.551], [0.885, 0.849, -0.398], [1.221, -0.185, 0.661], [0.494, -1.325, -0.094], [-1.047, -0.417, -0.533], [-0.991, 0.444, 1.543], [-2.560, 0.758, 0.700], [-0.943, 1.739, -1.278], [0.912, -0.095, -1.192], [1.464, 1.794, -0.385], [0.876, -0.037, 1.685], [2.317, -0.285, 0.699], [-0.013, -2.113, 0.417], [1.332, -1.858, -0.645], [-1.833, -0.766, -1.218]]}